C2H17N2O4 | ωB97M-V with the def2-TZVPD basis set

Element x y z (Å)
N: 1.7084 0.2874 -0.3942
C: 0.8788 1.2746 -1.1448
C: -0.6432 0.9707 -0.9077
N: -1.5319 1.6985 -1.7191
H: 1.1506 -0.3989 0.1206
H: 2.2990 -0.2856 -1.0240
H: 2.3900 0.7162 0.2448
H: 1.0431 2.2730 -0.7659
H: 1.1348 1.2292 -2.1924
H: -0.7674 -0.1271 -0.8587
H: -0.8714 1.1621 0.1448
H: -1.9058 1.3379 -2.5954
H: -2.1931 2.3017 -1.1954
H: 2.3690 -2.8778 -1.0232
H: 1.2628 -3.1135 0.0035
O: 1.9879 -2.5123 -0.2152
H: -2.1761 -2.2882 0.1505
H: -1.5028 -3.3401 1.0289
O: -1.3195 -2.5440 0.5088
H: 2.6127 -0.6736 2.7472
H: 1.5503 0.3741 2.9906
O: 1.9767 -0.1192 2.2763
H: -2.6655 1.9391 1.7754
H: -3.6978 0.9943 1.1102
O: -3.0895 1.7216 0.9344

total charge	+2
HOMO (spin up / spin down)	-0.6639 / -0.6639	hartree
F_max	0.04527	hartree/bohr
2S+1	2
frontier orbital gap (spin up / spin down)	0.4249 / 0.2163	hartree
ΔE to the lowest compared entry with this formula, charge and spin	1.4463	eV
DFT total energy	-13501.80130	eV

These are the Mulliken partial charges, in e, on atoms 1 to 4:
1 N -0.285
2 C -0.497
3 C -0.585
4 N 0.015